Below is a 8-piece molecular cluster, C41H98BrN9O4 overall at a distorted geometry, with properties calculated with ωB97M-V/def2-TZVPD.

Each line ends with the Löwdin charge.
CARTESIAN COORDINATES (ANGSTROEM)
C1 4.5764 18.2430 26.9111  -0.04
C2 4.4526 18.4566 25.3290  -0.14
N1 5.4432 17.6682 24.5709  -0.05
C3 5.9085 16.3528 24.7529  0.01
C4 6.8064 16.0265 23.7286  0.04
N2 6.9618 17.1899 22.9197  -0.09
C5 6.0954 18.1093 23.4211  0.01
C6 7.9002 17.4081 21.8290  0.03
H1 3.6712 18.6634 27.3491  0.07
H2 5.4970 18.7276 27.2364  0.09
H3 4.6629 17.2275 27.2974  0.07
H4 4.6588 19.5121 25.1514  0.12
H5 3.4591 18.2917 24.9121  0.11
H6 5.5648 15.6725 25.5182  0.13
H7 7.3977 15.1498 23.5090  0.14
H8 5.8352 19.0163 22.8957  0.16
H9 7.4683 16.8666 20.9874  0.11
H10 8.8210 16.8685 22.0509  0.12
H11 8.0048 18.4576 21.5538  0.11
C7 4.6862 22.2738 39.0975  -0.07
C8 3.4799 21.6310 39.7864  -0.15
N3 2.3409 21.3709 38.8724  -0.04
C9 1.2340 22.1563 38.7671  0.00
C10 0.3879 21.4834 37.9764  -0.03
N4 0.9093 20.2903 37.5022  -0.04
C11 2.2098 20.2985 38.0360  0.04
C12 0.2512 19.1445 36.7394  0.03
H12 4.3668 23.0799 38.4370  0.08
H13 5.1582 21.5047 38.4862  0.07
H14 5.4691 22.6732 39.7422  0.09
H15 3.2361 22.2926 40.6178  0.13
H16 3.8516 20.7093 40.2340  0.13
H17 1.2592 23.0964 39.2980  0.16
H18 -0.6413 21.7157 37.7455  0.14
H19 2.9106 19.4851 37.9188  0.16
H20 0.1775 18.2330 37.3325  0.10
H21 0.6259 18.9881 35.7278  0.09
H22 -0.7886 19.4230 36.5683  0.09
C13 -5.8477 26.5179 29.4363  -0.09
C14 -5.7162 25.4275 30.5146  -0.24
C15 -5.8702 24.0414 29.8910  -0.20
C16 -5.0971 22.9772 30.7254  -0.06
N5 -5.1175 21.5236 29.9895  -0.24
C17 -4.2789 20.5207 30.7836  -0.09
C18 -3.5720 19.6546 29.7356  -0.18
C19 -3.9542 20.0730 28.3292  -0.13
C20 -4.4243 21.5281 28.5930  -0.08
C21 -6.6123 21.0768 29.9386  0.06
H23 -6.7282 26.3420 28.8184  0.08
H24 -4.9805 26.4464 28.7798  0.06
H25 -5.8990 27.5393 29.8134  0.08
H26 -6.5412 25.5850 31.2094  0.12
H27 -4.7757 25.4240 31.0655  0.11
H28 -5.5466 23.9962 28.8511  0.10
H29 -6.9364 23.8415 29.9972  0.12
H30 -5.4210 22.8736 31.7610  0.15
H31 -4.0576 23.2801 30.8510  0.12
H32 -4.8300 19.9015 31.4914  0.14
H33 -3.6342 21.2646 31.2516  0.12
H34 -3.8483 18.6288 29.9794  0.11
H35 -2.5066 19.7053 29.9603  0.12
H36 -4.8120 19.4526 28.0698  0.11
H37 -3.1317 19.9487 27.6248  0.12
H38 -5.1159 21.9471 27.8621  0.13
H39 -3.6038 22.2140 28.8037  0.13
H40 -6.5817 20.0617 29.5426  0.10
H41 -7.0498 21.7878 29.2378  0.10
H42 -6.8880 21.1742 30.9886  0.12
C22 1.6012 27.7785 24.9249  0.07
N6 0.4339 26.7055 25.1604  -0.33
C23 0.9304 25.2927 25.5209  0.01
C24 -0.3613 27.1941 26.4480  0.03
C25 -0.5502 26.5965 23.9565  -0.07
C26 -1.0135 27.9994 23.4930  -0.22
O1 -1.7919 27.8224 22.3024  -0.03
H43 2.0527 27.6412 25.9074  0.10
H44 1.2336 28.7844 24.7220  0.10
H45 2.3057 27.3828 24.1932  0.11
H46 0.0165 24.7477 25.7575  0.10
H47 1.6837 25.3195 26.3082  0.11
H48 1.3923 24.9536 24.5937  0.10
H49 -0.6439 28.2387 26.3175  0.10
H50 0.2111 27.1224 27.3728  0.11
H51 -1.2376 26.5473 26.4052  0.10
H52 -1.3463 25.8932 24.2011  0.13
H53 0.1280 26.1894 23.2066  0.13
H54 -0.2586 28.7439 23.2402  0.13
H55 -1.6984 28.4894 24.1850  0.13
H56 -2.6512 27.5434 22.6270  0.09
C27 -2.3193 14.2526 22.2755  -0.02
N7 -1.5761 15.0123 21.2565  -0.34
C28 -1.8777 14.4297 19.8796  0.02
C29 -2.1503 16.3762 21.2601  -0.01
C30 -0.0382 15.0754 21.5026  -0.04
C31 0.7717 13.7144 21.2853  -0.23
O2 0.3211 12.8852 22.2610  -0.04
H57 -2.1279 14.7367 23.2332  0.11
H58 -2.0085 13.2114 22.3621  0.11
H59 -3.4028 14.2184 22.1619  0.12
H60 -1.5699 13.3942 19.7346  0.12
H61 -1.5299 15.0104 19.0252  0.12
H62 -2.9535 14.3199 19.7426  0.12
H63 -1.5693 16.9167 20.5128  0.12
H64 -2.1091 16.7626 22.2785  0.11
H65 -3.1966 16.3843 20.9548  0.12
H66 0.1150 15.4653 22.5089  0.13
H67 0.4010 15.9018 20.9438  0.13
H68 1.8341 13.9105 21.4301  0.12
H69 0.8124 13.2660 20.2927  0.14
H70 0.3267 13.3453 23.1036  0.10
C32 -10.5543 16.4963 34.3078  0.01
N8 -11.8648 16.1891 35.1368  -0.29
C33 -11.4768 14.8519 35.8851  0.04
C34 -12.1493 17.4262 36.0166  0.04
C35 -13.1159 16.0281 34.2070  -0.06
C36 -14.4806 15.6825 34.8796  -0.27
O3 -14.4383 14.5455 35.6101  -0.01
H71 -9.7647 16.9547 34.9031  0.11
H72 -10.8381 17.3075 33.6372  0.09
H73 -10.1775 15.6450 33.7409  0.10
H74 -11.3902 13.9650 35.2574  0.11
H75 -12.2073 14.7531 36.6881  0.09
H76 -10.5319 15.0413 36.3944  0.10
H77 -12.2377 18.2918 35.3601  0.11
H78 -11.4049 17.7617 36.7386  0.12
H79 -13.0957 17.1282 36.4680  0.09
H80 -12.7743 15.2960 33.4752  0.13
H81 -13.1120 16.9793 33.6748  0.12
H82 -15.2429 15.5774 34.1077  0.14
H83 -14.7972 16.5649 35.4358  0.12
H84 -14.4487 14.8701 36.5135  0.11
C37 -6.1730 9.1182 26.8243  0.07
N9 -5.1403 9.7150 27.8938  -0.29
C38 -5.4120 8.9988 29.2648  0.03
C39 -3.7677 9.2976 27.3714  0.01
C40 -5.2760 11.2353 28.1918  -0.09
C41 -6.5158 11.7214 28.9419  -0.24
O4 -7.6335 11.4933 28.1206  -0.05
H85 -6.0322 9.5934 25.8535  0.11
H86 -7.1677 9.2424 27.2522  0.10
H87 -5.8663 8.0767 26.7281  0.10
H88 -4.7715 9.2049 30.1223  0.12
H89 -5.1674 7.9477 29.1114  0.11
H90 -6.4790 9.0898 29.4681  0.11
H91 -3.6235 9.8481 26.4418  0.11
H92 -3.8124 8.2180 27.2275  0.11
H93 -2.9907 9.4735 28.1154  0.11
H94 -5.0635 11.8928 27.3488  0.13
H95 -4.4467 11.3918 28.8817  0.13
H96 -6.3742 12.8002 29.0061  0.13
H97 -6.6777 11.3616 29.9580  0.13
H98 -8.1967 12.2693 28.1683  0.10
Br1 -6.4663 21.9523 36.8016  -0.99

Atoms 1-2, force components in eV/Å:
C -0.027 0.074 -1.517
C 0.361 -0.328 1.509

Computed properties:
**E_LUMO**: -9.9 eV
**Charge**: +6
**Highest occupied orbital energy**: -12.56 eV
**Multiplicity**: 1
**Max |F|**: 4.0 eV/A
**DFT total energy**: -135686.70631 eV